Record 1
{"formula": "C12H16N2O", "method": "the ωB97M-V functional and the def2-TZVPD basis", "elements": ["C", "C", "C", "C", "C", "C", "C", "C", "C", "C", "C", "C", "N", "N", "O", "H", "H", "H", "H", "H", "H", "H", "H", "H", "H", "H", "H", "H", "H", "H", "H"], "coordinates": [[0.253, 2.931, -0.391], [-0.088, 4.073, -0.558], [2.396, -3.457, 0.949], [1.034, -3.276, 1.016], [3.229, -2.399, 0.760], [0.464, -2.011, 0.940], [2.729, -1.117, 0.702], [1.352, -0.963, 0.687], [0.049, 1.001, -0.143], [-1.322, -0.714, -1.232], [-2.006, 1.575, -1.359], [-2.122, 0.683, 0.818], [0.989, 0.376, 0.480], [-1.262, 0.589, -0.421], [-0.392, 5.286, -0.674], [2.656, -4.441, 0.925], [0.271, -4.132, 1.175], [4.205, -2.744, 0.713], [-0.638, -1.891, 0.744], [3.339, -0.476, 0.177], [-2.140, -1.361, -0.898], [-1.300, -0.573, -2.281], [-0.535, -1.471, -1.162], [-2.883, 1.028, -1.609], [-2.279, 2.467, -0.841], [-1.257, 1.734, -2.054], [-1.757, -0.044, 1.513], [-1.793, 1.628, 1.228], [-3.129, 0.647, 0.456], [1.738, 1.035, 0.811], [0.200, 6.018, -0.472]], "homo_lumo_gap_ev": 7.587, "largest_force_ev_per_a": 6.7, "e_above_lowest_kj_mol": 534.9, "charge": 2}

=====

Record 2
{"formula": "C28H32N2O8P3Rh", "method": "the ωB97M-V functional and the def2-TZVPD basis", "elements": ["Rh", "C", "C", "O", "N", "C", "C", "C", "C", "C", "C", "N", "H", "H", "H", "H", "H", "H", "H", "H", "H", "H", "C", "C", "O", "P", "O", "O", "O", "P", "O", "O", "O", "H", "H", "H", "H", "H", "H", "H", "C", "C", "C", "C", "C", "C", "P", "C", "C", "C", "C", "C", "C", "C", "C", "C", "C", "C", "C", "H", "H", "H", "H", "H", "H", "H", "H", "H", "H", "H", "H", "H", "H", "H"], "coordinates": [[0.077, -0.781, 0.451], [-0.702, -1.608, 4.349], [0.287, -0.962, 3.442], [-0.104, -0.191, 2.528], [1.583, -1.209, 3.596], [2.595, -0.633, 2.716], [2.954, -1.574, 1.593], [4.151, -2.263, 1.623], [4.455, -3.164, 0.611], [3.542, -3.346, -0.411], [2.368, -2.617, -0.387], [2.071, -1.746, 0.588], [-1.343, -0.836, 4.772], [-0.239, -2.181, 5.149], [-1.329, -2.262, 3.739], [1.870, -1.849, 4.321], [3.480, -0.409, 3.308], [2.205, 0.311, 2.334], [4.841, -2.094, 2.438], [5.388, -3.712, 0.626], [3.728, -4.037, -1.220], [1.628, -2.711, -1.168], [-1.636, -4.554, -1.235], [-2.335, -3.201, -1.350], [-3.585, -3.276, -2.034], [-1.375, -2.056, -2.377], [-2.396, -0.933, -2.807], [-0.981, -2.821, -3.690], [-0.165, -1.518, -1.676], [-2.658, -2.545, 0.348], [-3.382, -1.135, 0.078], [-3.479, -3.492, 1.102], [-1.263, -2.178, 0.920], [-1.506, -5.002, -2.219], [-2.240, -5.215, -0.612], [-0.662, -4.448, -0.752], [-4.148, -3.927, -1.595], [-3.318, -1.245, -2.766], [-0.074, -2.693, -4.000], [-4.276, -1.168, 0.455], [-4.228, 3.555, 0.442], [-4.108, 2.364, -0.265], [-2.861, 1.800, -0.455], [-1.728, 2.437, 0.062], [-1.847, 3.637, 0.766], [-3.103, 4.191, 0.951], [-0.152, 1.691, -0.301], [1.159, 2.484, 0.632], [1.014, 2.627, 2.018], [2.016, 3.236, 2.752], [3.171, 3.683, 2.118], [3.323, 3.531, 0.746], [2.321, 2.933, -0.001], [0.174, 1.773, -2.057], [-0.625, 2.562, -2.886], [-0.338, 2.642, -4.241], [0.736, 1.941, -4.767], [1.531, 1.148, -3.944], [1.245, 1.056, -2.595], [-5.204, 3.997, 0.590], [-4.989, 1.882, -0.668], [-2.755, 0.873, -1.008], [-0.971, 4.149, 1.140], [-3.202, 5.126, 1.484], [0.117, 2.270, 2.509], [1.898, 3.370, 3.819], [3.951, 4.163, 2.694], [4.215, 3.895, 0.255], [2.431, 2.843, -1.074], [-1.461, 3.114, -2.480], [-0.953, 3.259, -4.882], [0.958, 2.010, -5.823], [2.371, 0.608, -4.361], [1.863, 0.427, -1.961]], "homo_lumo_gap_ev": [8.501, 6.241], "largest_force_ev_per_a": 0.4, "multiplicity": 5, "s2": 6.013, "charge": 2}

=====

Record 3
{"formula": "C2H8O2", "method": "the ωB97M-V functional and the def2-TZVPD basis", "elements": ["C", "O", "H", "H", "H", "H", "C", "O", "H", "H", "H", "H"], "coordinates": [[-1.490, 0.924, -1.746], [-0.775, 0.004, -2.537], [-0.261, -0.571, -1.958], [-0.855, 1.534, -1.109], [-2.301, 0.446, -1.171], [-2.049, 1.579, -2.422], [1.398, -1.006, 1.756], [1.000, 0.347, 1.484], [0.952, 0.825, 2.318], [0.667, -1.661, 1.300], [1.366, -1.211, 2.819], [2.348, -1.210, 1.267]], "homo_lumo_gap_ev": 10.972, "largest_force_ev_per_a": 1.2, "smiles": "CO.CO", "e_above_lowest_kj_mol": 80.7, "charge": 0}

=====

Record 4
{"formula": "C11H18CuIN5O2S4", "method": "the ωB97M-V functional and the def2-TZVPD basis", "elements": ["Cu", "S", "S", "S", "S", "N", "C", "C", "C", "C", "N", "C", "N", "N", "C", "O", "O", "H", "H", "H", "H", "H", "H", "H", "H", "H", "H", "H", "H", "H", "H", "I", "C", "C", "C", "C", "C", "N", "H", "H", "H", "H"], "coordinates": [[-1.844, -0.386, 0.422], [-2.025, 0.441, -1.838], [-3.709, 1.515, -1.807], [-4.355, 1.851, 0.153], [-3.563, 0.589, 1.441], [0.155, 0.173, 1.007], [0.934, -1.036, 1.276], [2.250, -1.152, 0.507], [2.237, -0.818, -0.990], [1.037, -1.346, -1.789], [0.583, -2.665, -1.373], [1.254, -3.788, -1.418], [2.273, -3.952, -2.281], [0.884, -4.751, -0.568], [0.131, -2.342, 1.016], [0.728, -3.416, 1.230], [-1.028, -2.246, 0.517], [0.522, 0.743, 0.255], [0.062, 0.780, 1.813], [1.184, -1.068, 2.338], [2.579, -2.182, 0.646], [3.007, -0.516, 0.972], [3.175, -1.211, -1.393], [2.272, 0.259, -1.176], [1.262, -1.306, -2.858], [0.169, -0.711, -1.643], [-0.224, -2.654, -0.740], [2.384, -3.308, -3.044], [2.734, -4.840, -2.350], [0.560, -4.394, 0.347], [1.382, -5.623, -0.572], [-0.667, 2.868, 3.997], [-1.171, 3.788, 2.171], [-1.683, 5.077, 2.169], [-1.999, 5.625, 0.936], [-1.803, 4.875, -0.213], [-1.289, 3.595, -0.086], [-0.968, 3.062, 1.096], [-1.831, 5.621, 3.090], [-2.403, 6.628, 0.878], [-2.054, 5.264, -1.190], [-1.144, 2.953, -0.949]], "homo_lumo_gap_ev": [6.889, 5.794], "largest_force_ev_per_a": 3.5, "multiplicity": 2, "e_above_lowest_kj_mol": 0.0, "s2": 0.756, "charge": 0}